Entry 1:
DFT (ωB97M-V/def2-TZVPD) results for C5H8N3O as an isolated structure.

Properties
- Energy: -11818.040 eV
- Energy relative to the best compared isomer or geometry (same formula, charge and spin): 182.7 kcal per mole
- HOMO energy (alpha / beta): -15.181 / -15.315 eV
- Charge: +1
- LUMO energy (alpha / beta): -8.743 / -8.589 eV

CARTESIAN COORDINATES (ANGSTROEM)
1 H -0.843 1.881 1.745
2 N 1.654 0.050 -2.227
3 H 0.658 -1.527 1.186
4 H 0.349 0.675 2.396
5 C 1.281 -0.350 -0.921
6 C -0.454 -1.404 0.946
7 H 0.766 1.586 0.938
8 H -1.469 0.963 -2.589
9 N -0.010 0.020 -0.709
10 C -0.048 1.116 1.474
11 C -0.654 0.032 0.506
12 N 0.707 0.688 -2.786
13 O 1.837 -1.023 -0.075
14 H -0.928 -1.689 1.933
15 C -0.425 0.835 -2.321
16 H -1.768 0.189 0.336
17 H -0.652 -2.043 0.168

=====

Entry 2:
DFT (ωB97M-V/def2-TZVPD) results for a 40-piece molecular cluster, H80O40 overall.

Properties
- Energy: -83198.326 eV
- Energy relative to the best compared isomer or geometry (same formula, charge and spin): 172.7 kcal per mole
- HOMO energy: -10.484 eV
- LUMO energy: -0.229 eV

CARTESIAN COORDINATES (ANGSTROEM)
1 H 0.519 -5.365 2.577
2 H -2.945 -1.247 5.289
3 O -0.908 -2.003 -0.812
4 O -1.948 2.766 -1.135
5 O 4.020 -3.019 3.006
6 H 4.631 4.321 -0.169
7 H 5.007 0.671 -2.094
8 H 2.135 -4.357 1.192
9 H 5.978 0.362 -0.930
10 H 6.419 -1.073 -1.719
11 H -4.570 2.745 3.088
12 O 1.801 0.580 2.467
13 O -1.750 5.405 -1.823
14 O 0.801 -2.915 1.680
15 O -1.491 -2.015 6.427
16 O -4.123 -3.986 -1.475
17 H 3.484 -2.400 -4.332
18 H 3.492 3.595 3.668
19 H -0.226 -5.052 4.002
20 H 0.843 6.740 1.735
21 O 4.007 3.919 0.456
22 H -0.029 1.292 4.577
23 H -4.075 3.225 1.904
24 O 2.249 0.607 -3.055
25 H 1.125 -5.029 -3.235
26 H 0.824 -5.880 -2.042
27 H -1.459 1.903 -1.103
28 H 2.304 1.300 2.085
29 H -2.863 -2.357 -3.864
30 H -3.258 2.471 -4.917
31 O 4.688 -4.117 -2.153
32 H -2.992 -1.054 -1.591
33 O -3.373 -1.855 4.697
34 H -4.626 0.064 -4.054
35 H -2.932 3.939 -3.600
36 H -0.121 -2.530 -0.673
37 H 0.872 2.010 -0.661
38 O 0.548 0.899 5.279
39 O -0.728 -4.852 0.705
40 H -1.597 4.638 -3.651
41 H -0.775 2.087 2.805
42 H -0.249 -5.294 0.015
43 O -4.358 2.208 -0.665
44 H -1.707 4.562 -1.338
45 O -2.317 4.319 -4.222
46 H 3.915 -4.686 -2.239
47 H -3.130 0.911 5.985
48 O 2.492 -4.483 0.284
49 H -4.904 1.451 -0.428
50 H -1.786 1.041 6.185
51 H -0.961 -1.238 6.195
52 H 4.332 -2.350 3.628
53 H 2.017 0.895 -3.945
54 H -0.966 3.792 1.860
55 H 2.736 -3.550 0.218
56 H -3.335 -2.763 4.993
57 H 2.156 -0.281 2.258
58 H -5.221 -0.651 -2.786
59 H 3.409 3.698 -0.298
60 O 2.295 -0.707 0.206
61 H 1.015 3.087 -3.382
62 H -0.656 -1.221 3.379
63 H 0.409 -2.810 2.565
64 H -2.782 2.517 -1.577
65 H -3.202 -4.164 -1.253
66 H 1.606 -0.292 -0.323
67 O 5.454 1.043 -1.327
68 O -4.957 3.199 2.320
69 H -4.749 2.956 -0.203
70 H -1.616 -2.381 -1.337
71 O 0.827 3.750 -4.072
72 H 1.400 1.195 4.950
73 H -4.178 -0.412 2.616
74 O 3.133 -2.582 -3.445
75 O 0.141 6.109 1.922
76 H 4.694 2.444 -4.372
77 H -4.177 -1.905 2.560
78 O -3.286 -0.572 -0.813
79 H -4.147 -3.127 -1.898
80 H -0.714 -0.213 -0.691
81 H -0.480 -3.969 1.011
82 H 5.590 2.199 -3.243
83 H -0.589 0.701 0.447
84 O 0.566 -5.015 3.470
85 H -1.146 -2.682 5.821
86 O -1.201 -1.975 3.132
87 O -3.786 2.064 -4.238
88 O 3.495 2.653 3.462
89 H -1.448 -1.664 -3.554
90 H 2.146 1.726 -1.518
91 H -0.636 6.496 1.515
92 O -2.368 1.090 5.404
93 O 5.284 1.768 -4.055
94 H -1.121 6.059 -1.516
95 H 3.223 -2.604 2.679
96 O 5.620 -1.587 -1.814
97 O -4.475 -1.139 2.071
98 O 1.552 2.417 -1.192
99 H 1.950 -0.286 -2.908
100 H -0.348 1.338 -5.696
101 O -0.356 0.677 -0.498
102 H 4.024 2.630 2.656
103 O -2.129 -2.261 -3.253
104 H 4.046 -2.676 -3.093
105 O -0.491 1.171 2.929
106 H -3.690 2.312 -3.325
107 H 5.062 -4.459 -1.338
108 H -3.739 -1.156 -0.198
109 H -2.123 -1.695 3.153
110 H 1.135 -2.018 1.511
111 O 0.511 -5.095 -2.504
112 H 1.647 4.224 -3.865
113 O -1.689 3.290 1.489
114 O 0.299 0.674 -5.451
115 H 3.082 -0.976 -0.275
116 H -1.250 0.587 2.930
117 H 5.468 -2.277 -1.172
118 H -1.805 3.369 0.532
119 H 0.270 -0.036 -6.075
120 O -4.482 -0.624 -3.397

=====

Entry 3:
DFT (ωB97M-V/def2-TZVPD) results for one molecule with the formula C5H4N2.

Properties
- Energy: -8227.551 eV
- Energy relative to the best compared isomer or geometry (same formula, charge and spin): 44.8 kcal per mole
- HOMO energy: -8.879 eV
- LUMO energy: 0.921 eV
- SMILES: C#Cc1cn[nH]c1

CARTESIAN COORDINATES (ANGSTROEM)
1 N -1.935 -0.175 -0.083
2 H -2.844 -0.583 -0.305
3 C -0.761 -0.854 -0.038
4 C -0.470 1.365 0.035
5 C 2.786 -0.470 0.210
6 N -1.780 1.173 -0.052
7 H 3.794 -0.825 0.202
8 H -0.673 -1.950 -0.135
9 C 0.223 0.117 0.068
10 H 0.034 2.344 -0.049
11 C 1.626 -0.144 0.145

=====

Entry 4:
DFT (ωB97M-V/def2-TZVPD) results for one molecule with the formula C3H8Si2.

Properties
- Energy: -18990.806 eV
- Energy relative to the best compared isomer or geometry (same formula, charge and spin): 78.7 kcal per mole
- HOMO energy: -8.397 eV
- LUMO energy: 0.868 eV
- SMILES: [SiH3]C1([SiH3])C=C1

CARTESIAN COORDINATES (ANGSTROEM)
1 H -2.447 1.431 1.149
2 H -0.266 -2.231 1.572
3 H -0.260 -1.991 -1.582
4 H 1.828 1.181 -1.123
5 Si 1.802 0.483 0.086
6 C -0.341 -1.587 -0.585
7 H -2.306 0.518 -1.176
8 H -0.981 2.536 -0.401
9 Si -1.499 1.171 0.068
10 H 2.350 -0.900 -0.113
11 H 2.680 1.280 1.180
12 C -0.338 -1.656 0.719
13 C -0.221 -0.234 0.205

=====

Entry 5:
DFT (ωB97M-V/def2-TZVPD) results for one molecule with the formula C4H10N2O.

Properties
- Energy: -9337.810 eV
- Energy relative to the best compared isomer or geometry (same formula, charge and spin): 27.1 kcal per mole
- HOMO energy: -9.380 eV
- LUMO energy: 0.894 eV
- SMILES: C[C@@H](CN)NC=O

CARTESIAN COORDINATES (ANGSTROEM)
1 H -2.197 -0.838 0.087
2 H 0.963 0.770 0.955
3 H 0.049 1.751 -1.230
4 H 2.738 1.075 -0.457
5 H -2.206 -1.312 2.213
6 C -0.254 -0.257 -0.462
7 H -1.491 1.510 -0.567
8 H -0.145 -1.081 -1.163
9 C -0.744 1.002 -1.172
10 O -0.284 -0.843 2.560
11 N 2.085 0.371 -0.815
12 H 2.684 -0.425 -1.024
13 N -1.287 -0.699 0.494
14 H 1.409 -0.924 0.713
15 C -1.231 -0.974 1.814
16 H -1.190 0.890 -2.164
17 C 1.102 -0.017 0.219

=====

Entry 6:
DFT (ωB97M-V/def2-TZVPD) results for a 3-piece molecular cluster, C17H36ClN2O9P2 overall.

Properties
- Energy: -70704.842 eV
- Energy relative to the best compared isomer or geometry (same formula, charge and spin): 101.6 kcal per mole
- HOMO energy: -12.072 eV
- Charge: +1
- LUMO energy: -4.258 eV

CARTESIAN COORDINATES (ANGSTROEM)
1 H 0.310 0.612 0.357
2 H 1.424 4.461 -2.689
3 N 0.495 -1.680 3.077
4 H 2.576 9.373 -2.122
5 C 1.974 -1.604 2.767
6 C 0.749 -3.703 -0.207
7 H -1.389 -7.238 -2.194
8 H 0.096 7.180 -2.263
9 C 2.916 7.787 -0.700
10 Cl 1.589 -4.984 4.259
11 C -2.037 -6.518 -2.700
12 H -0.060 4.717 -1.786
13 H 2.496 2.508 1.929
14 H -1.763 -6.538 -3.760
15 H 2.359 9.849 -0.427
16 H -1.151 -3.066 3.808
17 H 0.869 2.286 2.603
18 H 1.119 8.888 -1.215
19 C 2.198 9.042 -1.150
20 H 1.977 -3.519 -1.975
21 C -3.487 -6.937 -2.558
22 H -0.630 -1.643 4.941
23 O -0.525 -5.967 -0.463
24 C 1.483 2.925 1.962
25 O 1.112 -3.096 6.291
26 C 0.632 -0.144 1.192
27 H 3.935 8.061 -0.402
28 H -3.789 -6.940 -1.507
29 C 1.748 -4.267 -1.208
30 H 1.059 -2.695 0.083
31 H 1.365 -5.142 -1.740
32 C 0.891 5.182 -2.060
33 H 1.581 6.904 -3.178
34 C -5.150 -4.284 -1.039
35 H 0.722 -4.299 0.712
36 H -3.647 -7.938 -2.966
37 H -4.151 -6.248 -3.091
38 C -0.206 -2.463 4.185
39 H -4.148 -2.617 -1.908
40 H -1.617 -0.758 2.292
41 H 0.054 6.227 -3.758
42 C 1.519 4.348 2.502
43 O -0.061 4.958 0.516
44 N 2.031 -0.636 1.600
45 P -1.618 -4.881 -0.614
46 C 0.640 6.443 -2.861
47 H 2.680 -4.543 -0.708
48 H 1.097 2.870 0.942
49 C 0.822 -3.456 5.011
50 O 2.292 7.239 0.440
51 H -4.917 -5.238 -0.561
52 O -2.840 -3.668 -0.783
53 H 3.042 7.072 -1.512
54 P 1.050 6.036 0.480
55 H 2.157 4.381 3.390
56 H -3.694 -4.120 -2.644
57 H 2.823 -2.166 3.356
58 O -0.550 -3.611 -0.779
59 O 2.064 5.245 1.542
60 C -0.449 -0.856 2.215
61 O -1.810 -5.190 -2.241
62 C -3.926 -3.667 -1.681
63 H 2.910 -0.319 1.137
64 H 0.525 4.683 2.819
65 H -5.939 -4.434 -1.782
66 O 1.710 5.418 -0.920
67 H -5.539 -3.626 -0.255